{"formula": "C6H15N", "method": "the ωB97M-V functional and the def2-TZVPD basis", "de_lowest_kcal_mol": 67.5, "smiles": "CCCNCCC", "homo_ev": -8.65, "multiplicity": 1, "gap_ev": 9.7604, "species": ["C", "C", "C", "N", "C", "C", "C", "H", "H", "H", "H", "H", "H", "H", "H", "H", "H", "H", "H", "H", "H", "H"], "positions_angstrom": [[-1.656, 1.596, 1.104], [-0.734, 2.381, 0.199], [0.760, 1.780, -0.034], [0.650, 0.600, -0.871], [0.666, -0.555, 0.003], [0.799, -1.821, -1.037], [0.302, -3.057, -0.348], [-1.975, 0.598, 0.646], [-1.085, 1.253, 2.117], [-2.509, 2.179, 1.373], [-1.328, 2.526, -0.699], [-0.669, 3.361, 0.667], [1.396, 2.700, -0.294], [1.243, 1.529, 0.952], [-0.298, 0.616, -1.471], [1.604, -0.605, 0.689], [-0.106, -0.964, 0.729], [1.961, -2.001, -0.956], [0.368, -1.670, -2.018], [0.304, -3.924, -1.113], [-0.662, -2.963, 0.023], [0.969, -3.558, 0.339]]}

{"formula": "C6H15N", "method": "the ωB97M-V functional and the def2-TZVPD basis", "de_lowest_kcal_mol": 50.5, "smiles": "CCCCCNC", "homo_ev": -8.95, "multiplicity": 1, "gap_ev": 10.1298, "species": ["C", "C", "C", "C", "C", "N", "C", "H", "H", "H", "H", "H", "H", "H", "H", "H", "H", "H", "H", "H", "H", "H"], "positions_angstrom": [[2.981, -1.394, 0.909], [2.437, -0.275, -0.130], [0.992, 0.101, 0.364], [-0.218, -0.632, -0.144], [-0.964, 0.372, -1.057], [-1.907, 1.263, -0.152], [-3.276, 0.683, 0.181], [2.402, -2.239, 0.833], [3.169, -1.162, 1.968], [3.980, -1.509, 0.442], [3.239, 0.562, -0.140], [2.531, -0.737, -1.151], [1.106, -0.037, 1.483], [0.858, 1.190, 0.233], [-0.825, -0.902, 0.742], [-0.104, -1.595, -0.761], [-1.505, -0.102, -1.842], [-0.277, 1.011, -1.546], [-2.058, 2.049, -0.748], [-3.095, -0.179, 0.841], [-4.028, 1.311, 0.699], [-3.747, 0.367, -0.736]]}